Record 1
Below is a structure of composition C50H118BO21 in a non-equilibrium geometry, with properties calculated with wB97M-V/def2-TZVPD.

Lowest unoccupied orbital energy: 0.07910 hartree
Net charge: -1
HOMO: -7.00 eV
Energy relative to the best compared isomer or geometry (same formula, charge and spin): 85.6 kcal/mol
HOMO-LUMO gap: 9.149 eV

Geometry as XYZ:
```
190
Properties=species:S:1:pos:R:3:mulliken_charge:R:1
C 5.051 -6.878 2.355 -1.427
H 2.885 6.042 -0.228 0.372
C 1.485 -2.290 6.403 -0.505
H 2.305 -2.630 7.038 0.428
H -4.801 3.664 -4.450 0.417
H -2.349 -3.629 5.930 0.313
C 3.377 3.469 2.859 1.096
H 2.467 -3.840 2.358 -0.501
H -0.990 6.643 -0.449 0.412
O -0.870 -4.785 6.713 -0.578
H 3.841 -1.245 -4.168 0.408
C -1.918 -4.612 5.734 0.498
C 6.676 2.231 -1.636 0.299
H 6.095 -6.796 2.669 0.401
C 2.829 -1.485 -3.835 -1.529
H -0.776 -2.864 2.140 -0.229
H -2.067 -1.137 -2.871 -0.829
H 3.182 -1.047 0.862 -1.179
H -2.586 -1.091 2.578 -0.841
O 3.055 -5.747 1.810 -0.467
H 3.423 3.609 5.084 0.372
H 0.516 -5.412 2.412 -0.020
H -2.240 5.749 -1.356 0.344
H -4.543 1.474 -1.042 -0.854
O 1.151 2.198 -1.866 0.130
H -2.137 1.120 5.100 0.354
H 0.677 -1.340 -1.938 -0.541
C 0.657 1.616 -0.952 0.083
H -0.649 -1.002 -4.760 0.154
C 3.363 5.084 -0.448 -1.390
C -2.692 0.391 4.516 -1.094
C 2.316 -4.569 1.554 1.182
H -3.426 3.167 -2.756 -0.591
O -1.877 0.164 -5.889 -0.176
H 6.141 2.537 -0.734 0.076
H -3.652 2.606 1.168 -0.138
H -5.008 1.034 -4.206 0.481
C 4.926 0.103 0.903 -0.738
H -4.414 -0.169 -6.044 0.014
H 4.119 2.670 2.753 -0.177
C -2.489 -0.798 -6.712 -0.307
C -1.241 -4.597 4.362 -0.700
C 0.532 -1.092 2.694 0.666
C -0.252 5.159 -1.867 1.859
H 3.453 -2.162 3.092 0.025
H 2.939 4.798 -1.412 -0.009
H 5.113 -1.562 3.229 0.509
H -7.289 -3.700 -3.710 0.411
O -0.953 0.812 0.513 0.093
O -4.321 -2.532 -2.899 -0.476
H -6.076 0.402 -0.066 0.807
C -2.731 -1.918 1.874 0.215
C 0.862 -4.976 1.476 -1.139
H 1.154 -3.041 -2.316 0.708
H 0.739 4.814 -4.212 -0.076
H 0.861 0.822 -4.129 -0.787
C -2.964 -5.687 5.905 -1.718
O 0.347 -2.136 3.242 -0.158
H 0.684 4.891 -1.375 -0.606
H -5.677 4.054 1.424 0.451
C 4.444 -5.548 1.948 0.185
O -3.462 -1.489 0.738 0.210
H -4.133 -0.971 -1.476 -0.982
C -4.348 2.482 2.005 0.800
H -3.525 0.160 2.539 0.211
H -2.012 1.067 2.653 0.004
H 3.946 -2.310 -0.945 0.067
H -3.265 -5.694 6.954 0.425
H -3.548 0.623 -3.322 -0.009
C -0.022 1.065 -4.713 0.871
H 8.453 2.674 -2.813 0.336
H -0.494 -1.436 6.549 -0.008
O -5.229 3.544 -3.596 -0.693
H 0.655 -0.798 7.762 0.361
O 4.865 -2.278 0.700 -0.641
H -1.764 -1.291 -1.177 -0.332
C 3.829 2.608 -3.907 -1.320
C 4.181 -1.155 1.294 3.001
H 3.760 -0.464 3.299 0.222
H -0.238 6.695 -5.452 0.362
C -4.558 -0.651 1.070 0.802
B 0.420 0.494 1.011 0.797
C -2.251 -1.796 -2.019 0.329
H -5.628 3.790 3.154 0.386
C -4.084 1.451 -3.790 -1.511
H -5.342 -1.279 1.511 0.177
H -0.701 -5.534 4.185 0.555
C 0.350 -1.683 7.203 -0.087
C -6.283 -3.351 -3.963 -1.448
H 1.940 3.882 0.634 -0.147
H -1.715 -2.734 -2.162 0.687
H 2.562 -2.427 -4.312 0.437
H 2.637 -4.079 0.626 0.057
H 5.993 -0.023 1.128 0.630
H -4.438 -1.179 -7.534 0.403
O 1.314 0.883 -0.066 -0.324
H 0.108 -0.488 -6.226 0.502
C -3.721 -1.954 -1.746 0.104
C 4.618 2.025 -2.736 1.164
C -5.077 -0.028 -0.209 -0.882
C -5.716 -2.673 -2.733 0.106
C -4.371 2.627 -2.874 1.597
C -2.987 0.914 3.126 0.583
H -1.916 -0.811 -7.650 0.318
H -3.934 -2.584 -0.875 0.946
H -0.769 -1.432 1.042 -0.081
C -0.855 1.524 -0.591 -0.235
H 4.474 4.759 4.206 0.373
C 2.756 -1.526 -2.325 2.210
H -4.254 0.112 1.793 -0.333
H 3.881 3.697 -3.917 0.324
H 5.058 -7.652 1.585 0.346
O 0.576 -0.929 1.391 0.307
H -5.213 -0.747 -1.016 0.270
C -3.913 -0.398 -6.982 -0.947
C 0.742 6.770 -4.976 -1.610
H -5.739 -4.274 -4.178 0.357
H 3.474 3.077 0.332 -0.394
H 0.265 -4.140 1.113 0.171
H 7.945 3.968 -1.725 0.320
H -3.614 0.122 5.044 0.367
H -2.019 -4.499 3.602 0.180
O -1.741 1.961 -1.257 -0.131
H -5.036 1.661 1.784 0.251
C -1.271 5.674 -0.857 -1.552
H -4.523 0.843 -0.565 -0.051
H -0.687 4.309 -2.396 -0.306
H -2.179 -0.574 4.463 -0.159
H 0.219 1.895 -5.379 0.382
O 5.926 2.564 -2.810 -0.499
H 4.497 -7.255 3.216 0.317
H -2.542 -6.677 5.702 0.331
H -3.987 0.482 -7.627 0.309
H 4.627 -4.872 2.796 0.143
H 1.961 -1.485 5.826 0.109
H -6.051 2.008 -1.790 0.470
H -6.239 -1.715 -2.609 0.149
H -0.808 1.430 -4.049 -0.481
C -0.576 -0.142 -5.439 -0.597
H 0.775 -5.774 0.732 0.530
H 8.762 2.483 -1.117 0.399
C 4.131 -1.363 2.795 -1.525
H -5.040 3.164 -0.875 0.288
C 3.542 4.192 4.171 -1.721
H 2.209 -0.665 -4.202 -0.010
C -5.027 2.309 -1.548 -0.507
H 2.371 3.061 2.745 -0.200
H 4.432 5.260 -0.559 0.372
C -5.008 3.826 2.256 -1.789
C 0.655 0.330 3.313 -0.458
H -2.527 -1.803 -6.270 0.298
H -0.389 -3.401 7.622 0.432
H 2.770 2.354 -3.823 0.103
H 4.554 0.976 1.444 -0.678
H 2.767 4.964 4.221 0.401
C 1.439 -2.119 -1.808 0.443
H 2.947 -0.571 -1.822 -0.715
H -1.397 -2.930 0.506 0.524
H 6.792 1.141 -1.636 0.214
O -3.648 2.157 3.206 -0.532
H -1.436 4.967 -0.041 0.255
O 3.547 4.473 1.852 -0.534
H 1.435 -2.336 -0.738 -0.934
C 0.883 5.825 -3.816 0.689
H 4.560 0.933 -2.810 0.232
H 1.194 -3.039 5.669 -0.030
H 4.879 0.372 -0.154 0.348
O 0.735 1.169 2.303 -0.914
O 3.817 -2.391 -1.903 -0.786
C 3.024 4.038 0.609 1.549
H -3.533 1.758 -4.682 0.568
H -3.827 -5.587 5.247 0.378
H -5.915 -3.270 -1.834 0.252
H 4.106 2.333 -1.816 -0.611
H -4.280 4.615 2.431 0.357
H 1.474 6.558 -5.761 0.403
O -0.070 6.194 -2.834 -0.526
C 8.039 2.888 -1.829 -1.458
O 0.590 0.619 4.472 -0.582
H 0.914 7.818 -4.722 0.350
O -0.133 -2.627 8.157 -0.654
H 4.870 -5.074 1.059 0.193
H 4.210 2.232 -4.858 0.396
H -6.291 -2.736 -4.860 0.258
H -0.461 -5.616 6.437 0.338
H 5.810 -2.129 0.801 0.396
H -3.251 -2.749 2.360 0.323
H 1.876 5.913 -3.362 0.070
H -0.482 -3.822 4.257 -0.086
C -1.332 -2.296 1.396 -0.465
```

***

Record 2
Below is a cluster of 10 separate species, C50H124F6N8O21 in total in a non-equilibrium geometry, with properties calculated with wB97M-V/def2-TZVPD.

Lowest unoccupied orbital energy: -0.22007 hartree
Net charge: +4
HOMO: -15.15 eV
HOMO-LUMO gap: 9.166 eV

Geometry as XYZ:
```
209
Properties=species:S:1:pos:R:3:mulliken_charge:R:1
H 3.050 2.255 0.221 0.486
H 8.325 -8.304 0.775 0.368
H 4.993 -8.025 -0.821 0.336
C 7.163 -9.258 3.686 -0.450
C -4.802 -1.705 5.564 -0.972
H 5.582 -9.101 1.297 0.282
H 1.623 -1.591 3.218 0.531
H -0.808 -4.133 -1.196 0.307
C -2.697 5.057 0.892 -0.534
C -3.577 -0.271 -6.597 -0.780
H -3.428 -1.740 -3.851 0.148
H -6.019 -5.422 0.539 0.365
H 1.127 6.005 4.981 0.396
O -0.883 5.404 -3.817 -0.358
H 6.799 8.693 -0.987 0.386
H -0.103 -1.750 2.873 0.134
O -4.029 1.226 -2.771 -0.167
H -2.031 2.524 1.771 -0.836
O -3.787 4.513 0.098 -0.013
H -3.860 -3.462 -3.318 0.114
N 6.995 8.842 0.007 -0.153
H -5.693 -3.893 -0.327 0.225
H -5.478 -4.416 -2.865 0.230
H 9.841 7.197 3.223 0.253
H -2.417 4.605 -4.922 0.609
H -1.017 5.874 -5.725 0.339
F -4.003 -7.108 -3.940 -0.366
H -0.996 1.701 4.944 0.205
H -0.806 3.889 -1.995 0.410
H -3.486 -1.839 0.710 -0.725
H -3.375 -4.191 -0.638 -0.192
H -1.162 -6.453 -2.416 0.313
H -2.410 2.384 -3.728 -0.788
H 4.124 -5.943 0.514 0.304
H 3.167 9.395 -2.411 0.292
H -2.327 2.682 3.282 0.433
H -3.037 -1.144 -6.298 0.189
H -0.884 2.686 -4.509 0.523
C -4.185 0.787 2.473 -0.451
H -0.259 -6.575 -5.984 0.405
H -5.756 2.524 -2.758 0.322
H -6.108 -0.422 -6.135 0.632
C -5.258 1.698 -2.204 -0.835
H 6.221 -7.621 5.590 0.348
H -3.009 0.500 -7.079 0.291
H 6.665 -9.943 0.163 0.424
C -3.620 0.079 -2.160 0.496
H -5.560 -0.991 -2.165 0.697
H 2.312 8.540 -1.120 0.283
H 0.736 -3.120 -1.196 0.476
O -3.588 0.088 1.340 0.078
H -4.940 -2.414 -5.308 0.431
H -2.713 4.786 -3.145 0.234
H 7.953 -7.130 5.629 0.295
N -2.726 2.900 2.400 1.933
C 9.859 8.248 2.913 -0.761
C 6.403 -8.977 0.585 -0.575
C -4.076 2.315 2.282 -0.800
O -3.435 -1.480 5.239 -0.170
H 2.551 2.770 -1.779 0.489
O 8.929 8.441 1.796 -0.390
H 1.842 5.331 2.724 0.292
H -4.541 2.577 1.345 0.045
C 5.648 9.170 0.657 -0.614
H 7.606 -7.630 1.892 0.487
C -4.501 -1.180 -2.223 -1.137
C -1.979 4.525 -3.938 -0.720
N -1.351 -5.811 -4.365 0.473
H 0.050 -7.255 -3.496 0.384
O 4.442 8.396 -1.169 -0.395
H 7.875 -10.497 2.070 0.370
F 1.341 2.335 5.983 -0.205
H -4.610 2.729 3.112 0.595
N -0.877 0.040 4.864 0.548
H -3.510 0.332 -1.109 -0.590
H -1.276 2.355 -1.604 -0.800
H 5.814 9.195 1.751 0.316
H -4.597 -5.890 -7.880 0.252
H 0.967 2.763 -3.557 0.695
H -2.100 -6.451 -4.379 0.405
C 8.660 9.807 1.534 -0.503
H -1.843 4.696 2.869 -0.960
N 7.596 -8.554 1.405 -0.146
H -0.295 -3.945 3.125 0.163
H -5.189 1.980 -1.168 0.065
H -2.659 -0.147 -2.597 0.579
H 7.527 10.852 -0.116 0.363
C -5.359 -1.724 -4.613 -0.823
H -6.114 0.330 -4.580 0.216
H 1.448 -3.898 3.206 0.298
H -3.586 4.695 2.864 0.673
C 0.609 2.475 -2.588 -0.236
H 1.286 -0.191 5.229 0.505
O -4.284 0.311 -5.561 -0.193
C 8.048 9.929 0.101 -0.610
H -3.115 -5.280 -8.884 0.383
H 1.582 4.249 -1.795 0.387
H -1.804 -3.904 -6.419 0.214
H 0.602 1.385 -2.385 -0.088
N -0.816 2.942 -2.374 1.504
H -0.696 -2.475 -1.949 -0.223
F -0.473 2.518 7.241 -0.258
C 4.855 -6.323 1.174 -0.659
H 8.832 9.788 -0.631 0.371
F -5.072 -5.487 -5.090 -0.191
C -0.424 -6.281 -3.210 -0.479
H -3.188 -0.878 7.266 0.528
C 8.014 -9.477 2.436 -0.644
N -4.372 -1.939 -3.497 0.599
C -5.560 -0.316 -5.227 -1.003
H -5.282 0.568 2.454 0.431
C 4.690 8.121 0.200 -0.439
H -1.842 -4.984 -4.050 -0.317
O -4.326 -5.808 -1.611 -0.421
O 0.190 -3.929 -3.021 -0.270
F 0.910 4.246 7.014 -0.286
C -4.997 5.253 0.347 -0.923
H 9.059 -9.319 2.669 0.403
H -4.471 -1.489 2.185 0.590
H 6.754 -6.106 4.907 0.263
H -5.381 -0.786 5.590 0.381
H 5.350 10.159 0.329 0.374
H -4.881 -4.246 1.368 0.250
H -2.664 -1.465 2.325 -0.046
C 0.374 3.166 6.318 0.724
H 0.560 6.286 -4.925 0.256
H 3.749 8.183 0.730 0.391
H 0.154 -4.931 -5.452 0.333
H -0.937 -1.683 6.247 0.453
O 1.153 2.972 -0.206 -0.119
C -1.652 -4.957 -6.684 -0.598
H 4.418 -7.162 1.683 0.321
H 7.685 -9.799 4.479 0.396
H -6.328 -2.226 -4.306 0.352
H 9.595 10.503 1.607 0.408
H 1.358 7.025 2.755 0.476
H -6.067 0.934 -2.267 0.320
H 0.652 -4.845 4.381 0.340
O 5.983 -6.636 0.435 -0.382
F -6.131 -6.695 -3.581 -0.255
C 7.029 -7.144 5.058 -0.822
C -5.265 -4.607 0.375 -1.009
C -0.144 -3.437 -1.715 -0.419
H 1.353 -5.439 -2.163 0.317
N -0.799 0.924 0.180 0.569
H 1.870 0.987 -0.096 0.322
C -1.269 -0.645 6.086 -0.678
H 9.628 8.859 3.741 0.352
H -3.901 -4.257 -7.732 0.236
O 0.506 -2.656 4.586 -0.360
H -1.232 4.426 5.762 0.272
H -3.798 0.386 3.417 0.131
C -2.834 -0.632 6.210 -0.546
H -5.785 4.800 -0.223 0.299
C -3.643 -5.307 -7.929 -0.758
H 0.238 4.616 -5.286 0.289
H -1.735 4.830 0.432 -0.169
H -2.795 6.181 1.034 0.563
O -1.331 2.664 4.786 -0.678
C -0.689 -5.611 -5.659 -0.481
C 5.975 -7.819 -0.331 -0.514
H 6.105 -9.504 3.733 0.340
C -0.534 3.706 5.244 -0.390
C -3.571 -1.231 1.671 0.214
O -0.360 0.244 -0.775 -0.886
C -4.009 -5.081 -0.386 0.088
H 5.078 -5.495 1.882 0.220
H -3.450 -5.793 0.166 0.494
H -1.513 -0.130 4.089 -0.527
H -4.883 -2.064 6.588 0.410
H 3.180 10.052 -0.816 0.352
H 1.334 -5.330 -3.931 0.477
H 7.403 8.004 0.481 0.447
C -4.976 -6.100 -3.891 0.478
C -1.560 3.056 -3.761 0.285
H -5.253 -2.448 4.918 0.237
H 5.149 7.115 0.349 0.338
C 2.030 1.960 0.408 -0.752
C 1.552 3.195 -1.544 -0.991
H -1.011 -0.053 7.019 0.206
O -3.475 -4.317 -2.996 -0.002
H 8.074 10.132 2.374 0.396
C 0.623 -1.554 3.692 -0.270
H 1.704 1.859 1.478 -0.137
H -4.329 -0.642 -7.252 0.393
C 3.176 9.121 -1.359 -0.761
H -0.536 6.198 4.354 0.344
H 6.577 -7.727 -1.238 0.386
C 0.427 5.739 4.174 -0.459
O -0.492 0.665 1.327 -0.257
C 1.039 6.015 2.799 -0.898
H -5.211 5.240 1.453 0.321
C -2.736 4.396 2.283 0.458
H 0.344 5.810 1.916 0.041
H -4.015 -1.753 -1.493 -0.383
H -1.098 -4.877 -7.631 0.565
C -0.201 5.555 -5.037 -0.703
C 0.688 -5.231 -3.044 -0.624
C 0.545 -0.173 4.416 -0.386
O -1.596 1.922 0.003 -0.530
O 7.279 -7.797 3.801 -0.349
H -3.164 0.447 6.062 0.109
C -4.612 -5.100 -2.754 0.136
C 0.581 -3.885 3.878 -0.706
H 10.869 8.528 2.538 0.306
O -2.808 -5.727 -6.837 -0.299
H -4.853 6.288 0.045 0.308
H 0.783 0.617 3.717 -0.165
O 0.128 4.314 4.153 -0.121
```

***

Q: Number 2 is which compound?
A: C50H124F6N8O21